{"formula": "H4O2", "method": "ωB97M-V/def2-TZVPD", "smiles": "O.O", "energy_ha": -152.8710, "lumo_ev": 0.599, "de_lowest_kcal_mol": 2.5, "species": ["O", "H", "H", "O", "H", "H"], "coordinates": [[0.03200, 1.27105, -0.13608], [-0.82047, 1.22154, -0.57356], [0.63597, 1.57624, -0.81627], [0.17309, -1.70517, 0.65365], [0.68091, -0.89772, 0.53308], [-0.70150, -1.46594, 0.33918]], "forces_ev_per_angstrom": [[0.1, -0.1, 0.1], [-0.1, 0.0, 0.0], [0.1, 0.1, -0.1], [0.1, -0.2, 0.0], [0.0, 0.2, 0.0], [-0.1, 0.0, 0.0]]}